{
  "formula": "C39H41N8OPb",
  "method": "ωB97M-V/def2-TZVPD",
  "multiplicity": 1,
  "total_charge": 1,
  "total_energy_ha": -2216.6011,
  "elements": ["Pb", "C", "C", "C", "C", "N", "C", "C", "C", "C", "C", "C", "N", "C", "C", "C", "C", "C", "N", "H", "H", "H", "H", "H", "H", "H", "H", "H", "H", "H", "C", "C", "O", "N", "C", "C", "C", "C", "C", "C", "N", "H", "H", "H", "H", "H", "H", "H", "H", "H", "H", "N", "C", "C", "C", "C", "C", "C", "H", "H", "H", "H", "H", "H", "H", "N", "C", "H", "C", "N", "C", "C", "C", "C", "C", "C", "C", "C", "H", "H", "H", "H", "H", "H", "H", "H", "H", "H", "H", "H"],
  "coordinates": [[12.424102, 10.596100, 10.401539], [15.038600, 8.913298, 13.839623], [14.069806, 8.133886, 14.434766], [13.000328, 7.712273, 13.716331], [12.891021, 8.086814, 12.391489], [13.748280, 8.902350, 11.814891], [14.775816, 9.281762, 12.532921], [11.811785, 7.494964, 11.588967], [11.362835, 6.219258, 11.852368], [10.349644, 5.702720, 11.102441], [9.781015, 6.456966, 10.099628], [10.320117, 7.730782, 9.834157], [11.323424, 8.234804, 10.577049], [9.812805, 8.651363, 8.759590], [8.506045, 8.891380, 8.615054], [8.042797, 9.920538, 7.652501], [9.209045, 10.566540, 6.890162], [10.512019, 9.963318, 7.006336], [10.857406, 9.126469, 7.917369], [15.919554, 9.251886, 14.337041], [14.154976, 7.898099, 15.494458], [12.227528, 7.139253, 14.107222], [15.401533, 9.984056, 12.072974], [11.868877, 5.728814, 12.665547], [9.921457, 4.720637, 11.363434], [9.010578, 6.023741, 9.456824], [7.804792, 8.425556, 9.313426], [7.249059, 9.509673, 7.007103], [9.030932, 10.837559, 5.862746], [11.288055, 10.405893, 6.393504], [16.015411, 13.223116, 9.616433], [14.881775, 13.329947, 10.605170], [14.219001, 12.358889, 10.934765], [14.755229, 14.533676, 11.215331], [13.799423, 14.784604, 12.293291], [12.739343, 15.734800, 11.890514], [12.615428, 17.037586, 12.311081], [11.496969, 17.749682, 11.880555], [10.590926, 17.216177, 10.999948], [10.872482, 15.902217, 10.549516], [11.898294, 15.205915, 10.993069], [16.457227, 14.205327, 9.444620], [15.670927, 12.838930, 8.662066], [16.745604, 12.472672, 10.022791], [15.289277, 15.279765, 10.805766], [14.387553, 15.090415, 13.241302], [13.357733, 13.823218, 12.397505], [13.298236, 17.366289, 13.111288], [11.455366, 18.760657, 12.168900], [9.696695, 17.738937, 10.665494], [10.236323, 15.382572, 9.824743], [10.015042, 12.045093, 8.880426], [9.076177, 11.861525, 7.787945], [9.053999, 13.152061, 7.012301], [7.930871, 13.711413, 6.617217], [6.648791, 13.159117, 7.045175], [6.573953, 12.030768, 7.780110], [7.705518, 11.276404, 8.307124], [10.608513, 12.847328, 8.730078], [9.579006, 12.208882, 9.826503], [10.008618, 13.534849, 6.649528], [8.010888, 14.599279, 5.985968], [5.730812, 13.644433, 6.690425], [5.581815, 11.728801, 8.138129], [7.656076, 11.250070, 9.410766], [12.436853, 11.146402, 13.460011], [11.552781, 11.215143, 12.553492], [12.112444, 11.483165, 14.390972], [11.197725, 13.301392, 16.190862], [10.534301, 14.261661, 15.332330], [9.258513, 14.691364, 15.829774], [10.630733, 13.979201, 13.881169], [9.757193, 12.881621, 13.271395], [8.387140, 13.146649, 13.293784], [7.409215, 12.274727, 12.851569], [7.822305, 10.958811, 12.482895], [9.158739, 10.668307, 12.419062], [10.150155, 11.619421, 12.750609], [11.170177, 13.586397, 17.242379], [12.222810, 13.156255, 15.845338], [10.788314, 12.293646, 16.173427], [9.375488, 15.057230, 16.848819], [8.398029, 14.005697, 15.853171], [8.944493, 15.593243, 15.289526], [11.682433, 13.803663, 13.660624], [10.396137, 14.940293, 13.450323], [8.090570, 14.184375, 13.590248], [6.353233, 12.584454, 12.894803], [7.019265, 10.257781, 12.309818], [9.509195, 9.665763, 12.125758]],
  "atomic_forces_ev_per_a": [[-0.094, 0.039, -0.242], [-0.781, -0.390, -0.718], [1.039, 0.239, 1.677], [0.187, 0.506, -1.207], [-0.417, -0.953, 0.469], [-0.547, 0.165, -0.611], [0.739, 0.515, 0.787], [-0.341, 0.665, -1.058], [0.824, 0.571, 0.684], [-1.245, -1.128, 0.300], [0.223, 0.500, -0.832], [-0.078, 0.155, 0.106], [-0.310, -0.449, 0.227], [0.037, -1.048, 0.169], [0.537, 0.109, 0.662], [-0.790, -0.497, -0.780], [-0.329, 0.524, 0.324], [1.231, -0.682, 1.187], [-0.278, 0.580, -0.531], [0.309, 0.179, 0.265], [-0.033, -0.112, -0.206], [-1.062, -0.913, 0.974], [0.973, 0.883, -0.714], [-0.256, -0.605, -0.032], [0.400, 0.470, -0.362], [0.178, 0.374, 0.266], [0.086, 0.160, -0.320], [0.113, 0.218, 0.219], [-0.445, 0.042, -0.347], [0.316, -0.308, -0.216], [0.278, -0.345, 0.244], [0.681, 0.637, 0.418], [-0.401, -0.557, 0.158], [0.078, -0.171, -0.471], [2.177, 0.468, 0.963], [-0.520, 0.252, -0.750], [0.038, -0.669, 1.007], [0.797, 0.064, -0.188], [0.036, -1.215, -0.487], [-0.451, 0.615, 0.240], [-0.090, -0.473, -0.340], [0.332, -0.258, 0.023], [-0.191, -0.110, -0.064], [-0.519, 0.902, -0.354], [-0.011, 0.234, 0.228], [-1.107, -0.425, -1.417], [-0.446, -0.798, 0.681], [-0.399, 0.316, -0.687], [-0.506, 1.107, 0.506], [0.338, -0.018, 0.050], [0.054, 0.334, 0.211], [0.187, -0.370, 1.955], [-0.382, 0.848, 0.686], [0.491, -0.923, -0.483], [-0.199, 0.702, -0.227], [-0.504, -0.707, -0.186], [-1.812, 1.182, -0.221], [1.274, 0.590, 0.220], [0.184, 0.133, -0.155], [0.205, -0.354, -1.504], [-0.015, -0.071, 0.247], [-0.428, -0.199, 0.239], [0.391, -0.193, 0.359], [0.277, -0.046, -0.323], [0.019, -0.141, -0.271], [0.255, 0.444, 0.547], [0.253, -0.471, -0.311], [-0.095, -0.312, -0.527], [0.168, -0.415, -0.355], [0.221, -0.883, -0.184], [-0.475, 1.083, 0.264], [0.416, -0.024, 0.563], [-0.230, -0.669, 0.196], [-0.677, 1.574, -0.394], [0.476, -0.905, 0.291], [-1.329, 1.641, 0.488], [0.850, -0.288, -0.261], [-0.581, 0.753, 0.651], [0.160, 0.380, -0.133], [0.216, 0.357, 0.224], [-0.595, -0.420, -0.134], [0.194, -0.168, 0.200], [0.345, -0.333, -0.208], [-0.060, -0.194, -0.218], [-0.005, -0.130, 0.090], [-0.316, 0.236, -0.622], [0.155, -1.105, -0.223], [0.604, -0.381, -0.142], [0.260, -0.401, -0.272], [-0.253, 0.482, 0.026]],
  "lowdin_charge": [1.37, -0.02, -0.04, -0.01, -0.26, 0.02, -0.14, -0.21, -0.01, -0.04, 0.01, -0.20, 0.06, -0.23, 0.03, -0.17, -0.15, -0.11, 0.10, 0.11, 0.13, 0.10, 0.10, 0.12, 0.13, 0.13, 0.13, 0.16, 0.15, 0.13, 0.02, -0.52, -0.17, 0.09, -0.12, -0.31, -0.01, -0.06, -0.04, -0.13, 0.11, 0.08, 0.09, 0.11, 0.14, 0.16, 0.08, 0.13, 0.10, 0.11, 0.10, 0.08, -0.37, -0.05, -0.08, -0.06, -0.05, -0.18, 0.06, 0.10, 0.12, 0.11, 0.11, 0.12, 0.14, 0.10, -0.42, 0.05, -0.10, -0.24, -0.13, -0.14, -0.13, -0.07, -0.06, -0.09, -0.07, -0.21, 0.09, 0.08, 0.08, 0.08, 0.08, 0.09, 0.09, 0.11, 0.12, 0.11, 0.10, 0.10]
}


{
  "formula": "C39H42BBeClF10KNNaO24",
  "method": "ωB97M-V/def2-TZVPD",
  "multiplicity": 1,
  "total_charge": 1,
  "total_energy_ha": -5632.0090,
  "elements": ["C", "C", "O", "O", "C", "C", "C", "C", "C", "C", "O", "C", "C", "C", "C", "C", "C", "C", "N", "C", "F", "F", "C", "F", "F", "C", "F", "F", "C", "F", "F", "F", "C", "O", "O", "H", "H", "H", "H", "H", "H", "H", "H", "H", "H", "H", "H", "H", "H", "H", "H", "H", "H", "H", "H", "H", "Be", "B", "O", "C", "O", "C", "O", "O", "O", "C", "O", "C", "O", "O", "O", "C", "O", "C", "C", "C", "H", "H", "H", "H", "H", "H", "Na", "C", "C", "O", "H", "H", "H", "H", "H", "K", "Cl", "O", "H", "H", "H", "C", "C", "O", "C", "O", "O", "F", "H", "H", "H", "C", "C", "C", "O", "C", "C", "C", "O", "O", "O", "H", "H", "H", "H"],
  "coordinates": [[-6.972136, -2.321525, -4.464129], [-5.728816, -2.622770, -5.234302], [-5.703132, -2.769729, -6.408740], [-4.566826, -2.756863, -4.491681], [-3.977642, -1.492462, -4.181687], [-2.913240, -1.728219, -3.133056], [-2.796332, -0.478413, -2.019193], [-2.775070, 0.806843, -2.833087], [-2.105741, 2.042617, -2.201919], [-0.896282, 2.462143, -3.040253], [-3.021513, 3.134411, -2.167802], [-2.935840, 3.804487, -0.906895], [-1.543320, 4.312667, -0.661422], [-0.756823, 3.692976, 0.298480], [0.570216, 4.061965, 0.471748], [1.087897, 5.070949, -0.319113], [0.299278, 5.721043, -1.253983], [-1.014435, 5.335158, -1.437321], [-3.980323, -0.669710, -1.080000], [-4.228665, 0.375522, -0.155128], [-4.887881, 1.412751, -0.704303], [-3.144522, 0.814625, 0.481691], [-5.210523, -0.209217, 0.926359], [-5.895057, 0.807666, 1.460985], [-6.104167, -1.014576, 0.320518], [-4.554419, -1.026571, 2.114265], [-5.421238, -2.020257, 2.404476], [-3.381527, -1.629278, 1.833544], [-4.372963, -0.223237, 3.430040], [-5.537008, -0.041788, 4.026327], [-3.801110, 0.949591, 3.208615], [-3.586572, -0.951724, 4.219743], [-1.303066, -0.745673, -1.283683], [-0.299109, -0.289176, -1.739823], [-1.113751, -1.530246, -0.123266], [-7.700148, -1.908850, -5.147922], [-7.355185, -3.217590, -3.988661], [-6.795053, -1.585884, -3.685336], [-3.528954, -1.070866, -5.076161], [-4.747108, -0.790837, -3.855708], [-3.051126, -2.708000, -2.583425], [-1.926751, -1.753618, -3.598208], [-2.279051, 0.603223, -3.774995], [-3.796296, 1.084837, -3.080317], [-1.699477, 1.848937, -1.213772], [-0.191602, 3.004840, -2.425066], [-1.223051, 3.088900, -3.861929], [-0.360602, 1.596291, -3.415659], [-3.647883, 4.623948, -0.918915], [-3.230031, 3.154732, -0.086886], [-1.173250, 2.883461, 0.881665], [1.175633, 3.554580, 1.204299], [2.123552, 5.345244, -0.199792], [0.705468, 6.499985, -1.875600], [-1.644992, 5.786837, -2.186896], [-4.819193, -0.786088, -1.644850], [0.174983, -0.310030, 0.954397], [3.884289, 2.496488, -4.372562], [3.152645, 2.178381, -5.584285], [2.031679, 2.921219, -5.619639], [1.199050, 2.896131, -6.466744], [2.019767, 3.786616, -4.339022], [1.198925, 4.556458, -3.960573], [3.131587, 3.493821, -3.656580], [4.098931, 1.296424, -3.493828], [5.365977, 1.114239, -3.293690], [5.858380, 0.252923, -2.597084], [6.136680, 2.217416, -4.058389], [7.343185, 2.371235, -4.063022], [5.279916, 2.980527, -4.657068], [-1.346602, -5.292225, -1.673098], [-0.644793, -5.434128, -0.714439], [-0.700384, -6.590909, 0.033091], [0.167401, -6.454461, 1.207348], [1.167716, -5.375536, 0.822106], [0.346875, -4.478326, -0.106612], [-0.453793, -6.172201, 2.057783], [0.634643, -7.414166, 1.409330], [1.579471, -4.858047, 1.684284], [1.993134, -5.820426, 0.266665], [-0.201588, -3.708734, 0.441767], [0.940333, -4.008043, -0.885152], [6.469766, 1.796680, -0.913223], [2.031849, 3.952653, 4.739357], [2.908587, 4.868405, 3.810098], [3.191432, 4.207262, 2.695100], [2.573124, 3.045197, 4.997958], [1.799930, 4.500218, 5.656133], [1.101142, 3.689561, 4.241023], [3.780911, 5.164613, 4.429996], [2.319842, 5.800524, 3.681380], [-2.718053, -2.399169, -0.946476], [8.673567, 0.498469, -3.925826], [-3.028061, -8.237442, -0.291834], [-2.844175, -9.061387, 0.197632], [-3.306860, -8.421999, -1.210151], [-2.233772, -7.614656, -0.269291], [11.528992, 4.388792, 1.015097], [10.505539, 3.486197, 1.672767], [9.495120, 3.410030, 0.675925], [10.102522, 3.593536, -0.539939], [9.593688, 3.340821, -1.577209], [11.342045, 4.084737, -0.373672], [9.983291, 4.025329, 2.796366], [11.301477, 5.440101, 1.192281], [12.549645, 4.181059, 1.320388], [10.864488, 2.480705, 1.896779], [-0.528807, -5.012991, 7.438512], [0.142101, -4.776931, 6.303789], [-0.329974, -3.767688, 5.285440], [0.356312, -3.626653, 4.285614], [-1.558284, -3.047797, 5.542389], [-2.234760, -3.284008, 6.677406], [-1.751739, -4.279176, 7.706095], [-2.425387, -4.412526, 8.707646], [-3.363494, -2.677404, 6.992210], [1.265611, -5.398978, 5.974281], [-0.197194, -5.732666, 8.173422], [-1.890109, -2.334928, 4.804568], [-3.630399, -3.029205, 7.864869], [1.538439, -5.021986, 5.116243]],
  "atomic_forces_ev_per_a": [[0.037, 0.386, 0.209], [0.001, -0.002, -0.136], [0.080, -0.193, -0.576], [-0.029, 0.100, 0.422], [0.010, -0.250, -0.109], [0.224, 0.940, 0.240], [0.495, -0.375, -1.639], [0.010, 0.392, 0.443], [0.750, 0.296, -0.971], [0.071, -0.310, 0.141], [-0.282, -0.440, 0.681], [0.148, 0.534, -0.124], [-0.201, -0.022, 0.350], [0.151, 0.070, -0.124], [-0.340, -0.106, -0.090], [0.314, 0.092, 0.141], [-0.174, -0.009, -0.165], [-0.121, -0.116, 0.308], [0.113, 3.163, -1.118], [-1.674, -0.788, 0.744], [0.250, 0.268, -0.192], [0.440, -0.041, -0.278], [0.499, 0.260, 0.246], [-0.072, 0.054, 0.266], [0.004, -0.113, -0.289], [-0.793, -0.196, 0.227], [-0.031, -0.104, 0.057], [0.042, 0.338, -0.692], [0.132, 0.024, -0.160], [-0.130, 0.027, 0.085], [0.173, 0.127, -0.027], [0.010, 0.062, 0.278], [2.075, 0.398, 2.332], [-0.371, 0.959, -1.459], [2.336, 4.411, 0.090], [-0.242, -0.110, -0.102], [-0.052, -0.202, 0.001], [0.072, 0.046, 0.195], [-0.034, 0.075, -0.206], [-0.109, 0.067, 0.175], [-0.703, 1.243, -4.272], [0.007, -0.071, -0.014], [0.165, -0.088, -0.137], [-0.200, -0.015, 0.021], [-0.374, -0.271, 0.289], [0.061, 0.321, -0.008], [0.023, 0.104, -0.168], [0.014, -0.158, -0.154], [-0.142, 0.095, -0.291], [-0.039, -0.227, 0.067], [-0.080, -0.084, 0.192], [0.250, 0.031, 0.115], [0.152, 0.101, 0.031], [0.172, 0.108, -0.061], [0.021, 0.174, -0.166], [0.008, 0.070, 0.050], [-0.633, -0.737, -0.645], [-0.096, 0.124, -0.202], [-0.140, 0.186, 0.165], [0.181, -0.208, -0.023], [-0.093, -0.002, -0.050], [0.295, 0.066, 0.507], [-0.371, 0.190, -0.424], [0.081, -0.001, -0.003], [0.080, 0.030, -0.274], [-0.265, -0.455, -0.196], [0.042, 0.534, 0.531], [0.615, 0.199, -0.275], [-0.710, 0.471, 0.235], [-0.326, -0.266, 0.029], [-0.346, -0.240, 0.148], [0.116, 0.448, -0.026], [-0.487, -0.250, -0.044], [0.213, -0.025, 0.288], [-0.036, 0.024, -0.170], [0.246, -0.502, 0.182], [-0.051, 0.076, -0.054], [-0.106, -0.093, -0.131], [-0.110, 0.027, 0.054], [0.016, -0.022, 0.022], [0.016, 0.090, -0.081], [-0.130, 0.168, -0.038], [0.436, -0.144, -0.196], [0.485, 0.956, 0.141], [-1.852, -1.879, 1.287], [0.760, 0.435, -0.851], [0.046, -0.066, -0.044], [-0.131, -0.124, 0.138], [-0.021, -0.010, -0.112], [0.382, 0.212, -0.326], [0.347, 0.328, -0.406], [-2.500, -10.302, 6.012], [0.392, -0.553, 0.145], [0.170, 0.196, -0.066], [-0.006, -0.048, -0.025], [0.011, 0.000, -0.027], [0.508, 0.310, 0.122], [0.142, 0.005, 0.007], [-0.118, 0.211, -0.045], [0.159, -0.300, 0.025], [0.010, 0.123, -0.010], [-0.329, -0.046, -0.004], [0.050, 0.017, 0.167], [-0.048, 0.019, -0.046], [-0.103, -0.018, 0.069], [0.042, -0.092, -0.175], [-0.020, 0.000, 0.096], [-0.031, -0.066, 0.068], [-0.045, -0.005, 0.191], [-0.328, 0.173, 0.133], [0.091, -0.204, -0.177], [0.190, -0.045, -0.209], [-0.018, 0.114, -0.109], [0.215, -0.177, 0.059], [-0.126, 0.071, -0.036], [-0.010, -0.044, 0.038], [0.058, -0.069, -0.102], [0.032, 0.009, 0.000], [0.012, 0.043, 0.011], [-0.005, 0.003, 0.053], [0.037, 0.086, 0.017]],
  "lowdin_charge": [0.03, -0.52, 0.18, -0.03, -0.17, -0.13, -0.31, -0.05, -0.36, -0.01, -0.09, -0.15, -0.23, -0.06, -0.06, -0.07, -0.08, -0.03, 0.00, -0.49, 0.17, 0.16, -0.33, 0.18, 0.15, -0.31, 0.15, 0.13, -0.57, 0.21, 0.20, 0.17, -0.58, 0.08, -0.51, 0.10, 0.10, 0.07, 0.15, 0.12, 0.04, 0.14, 0.13, 0.13, 0.11, 0.07, 0.11, 0.08, 0.13, 0.10, 0.09, 0.08, 0.10, 0.11, 0.13, 0.15, 0.52, -0.86, 0.24, -0.36, 0.18, -0.36, 0.17, 0.24, 0.26, -0.43, 0.06, -0.40, -0.07, 0.27, 0.13, -0.45, -0.04, -0.11, -0.12, -0.05, 0.13, 0.13, 0.12, 0.13, 0.12, 0.15, 0.79, -0.10, -0.45, -0.13, 0.06, 0.06, 0.06, 0.12, 0.12, 0.92, 0.16, 0.33, 0.19, 0.20, 0.16, -0.04, -0.31, 0.11, -0.55, 0.18, 0.09, 0.08, 0.15, 0.14, 0.17, 0.08, -0.24, -0.31, 0.07, 0.07, -0.23, -0.31, 0.12, 0.13, 0.11, 0.14, 0.11, 0.13, 0.11]
}


Number 1: frontier orbital gap 7.3353 eV. Number 2: frontier orbital gap 1.5242 eV.